Here is one molecule with the formula C3H2O2 from the OMol25 dataset. Energies are from ωB97M-V with the def2-TZVPD basis set.

Structure (XYZ):
```
7
Properties=species:S:1:pos:R:3:forces:R:3
C -0.854540 -1.000457 -1.907898 1.158 2.144 2.843
C -0.340996 -0.096081 -0.623338 0.758 -0.770 0.870
C 0.098537 0.364403 0.629140 -4.022 -0.722 -3.335
O -1.650958 -0.258060 -1.206535 -0.340 -0.058 0.226
O 1.338679 0.388358 1.030647 3.134 -0.643 0.804
H -0.554729 0.900804 1.382872 0.481 -0.674 -1.349
H 1.964007 -0.298967 0.695112 -1.169 0.724 -0.060
```
Positions in Å, forces in eV/Å.

## Properties
E_HOMO: -8.91 eV
DFT total energy: -265.78501 a.u.
Orbital gap: 9.06 eV
Relative energy (zero: lowest compared OMol25 entry of this formula, charge and spin): 104.3 kcal/mol

Here is a 2-piece molecular cluster, C4H7NO overall from the OMol25 dataset. Energies are from ωB97M-V with the def2-TZVPD basis set.

Structure (XYZ):
```
13
Properties=species:S:1:pos:R:3:forces:R:3
C 1.738768 0.751651 0.169509 -0.026 0.064 -0.055
C 0.429352 0.262378 -0.410083 -0.025 0.056 -0.101
C 0.161217 -1.221884 -0.308029 -0.114 -0.029 -0.011
N -3.057119 -0.433975 1.104074 0.173 0.824 -0.561
C -2.801443 0.468636 0.433385 -0.223 -0.744 0.542
O -0.356654 1.031109 -0.930219 0.336 -0.284 0.177
H 1.996854 1.718899 -0.264855 -0.024 -0.116 0.078
H 1.609080 0.874019 1.251378 0.017 -0.032 -0.110
H 2.547750 0.030858 0.014215 -0.143 0.088 0.013
H 0.786320 -1.739603 -1.046118 -0.055 0.089 0.087
H -0.888271 -1.444108 -0.507727 0.167 0.059 0.005
H 0.438455 -1.610967 0.677957 -0.014 0.117 -0.136
H -2.501168 1.274578 -0.206007 -0.069 -0.093 0.073
```
Positions in Å, forces in eV/Å.

## Properties
E_HOMO: -10.06 eV
SMILES: CC(C)=O.C#N
DFT total energy: -286.58288 a.u.
Orbital gap: 10.93 eV
Relative energy (zero: lowest compared OMol25 entry of this formula, charge and spin): 30.6 kcal/mol

Here is a 2-piece molecular cluster, C34H30O2P overall from the OMol25 dataset. Energies are from ωB97M-V with the def2-TZVPD basis set.

Structure (XYZ):
```
67
Properties=species:S:1:pos:R:3:forces:R:3
C -2.745710 2.305199 0.458478 -0.986 1.422 0.096
O -2.112208 1.049153 0.370648 4.062 -0.715 0.422
C -0.774989 1.127620 0.564323 -2.208 -1.028 -0.413
C 0.065057 0.010996 0.499843 -0.400 -0.372 -0.110
C 1.463116 0.115001 0.683097 -0.236 0.335 0.060
C 2.255991 -1.001092 0.592537 0.256 0.167 0.033
C 1.694058 -2.242060 0.325388 -0.085 0.214 0.077
C 0.323098 -2.366141 0.149181 -0.329 -0.135 -0.064
C -0.483724 -1.260861 0.232756 -0.193 -0.117 -0.057
H -3.821245 2.159607 0.335395 0.285 -0.126 0.023
H -2.553204 2.742862 1.439301 -0.110 0.025 -0.045
H -2.376904 2.962288 -0.333154 -0.094 -0.055 0.074
H -0.348642 2.097707 0.766940 -0.100 0.409 0.080
H 1.895542 1.077443 0.894091 0.147 0.209 0.074
H 3.321074 -0.915022 0.729185 0.114 0.039 0.047
H 2.323027 -3.114103 0.261443 0.116 -0.128 -0.012
H -0.108203 -3.332393 -0.054496 -0.061 -0.101 -0.016
H -1.547671 -1.340879 0.090311 -0.178 -0.105 -0.011
C 1.445211 6.196342 5.291488 0.166 0.166 -0.029
C 1.712277 4.937402 4.793606 0.045 -0.085 -0.099
C 0.784304 3.925847 4.953110 0.523 -0.020 -0.392
C -0.393414 4.171164 5.621926 -0.769 -0.261 0.211
P -1.570683 2.817175 5.801778 1.178 -2.286 -1.299
C -1.963414 2.481221 7.530921 0.068 0.444 -0.659
C -2.466718 1.240850 7.848640 -0.282 -0.584 0.122
C -2.763079 0.931179 9.164005 -0.088 -0.080 -0.142
C -2.565702 1.872960 10.153305 -0.074 -0.032 0.156
C -2.079363 3.123366 9.829881 0.028 0.246 -0.024
C -1.776271 3.425931 8.515151 0.029 0.410 0.333
C -3.076510 3.300679 4.945301 0.598 0.014 0.487
C -4.274235 2.741105 5.326038 -0.517 -0.218 0.159
C -5.433368 3.069943 4.647396 -0.035 -0.208 0.126
C -5.380854 3.958957 3.592223 -0.180 0.048 -0.153
C -4.176760 4.520565 3.215392 0.124 0.041 -0.191
C -3.019250 4.187126 3.895212 0.057 0.328 -0.429
C -0.906395 1.382485 4.934380 -1.591 2.408 1.379
C 0.005972 0.485329 5.462106 0.668 -0.958 -0.455
O 0.474156 -0.428332 4.759742 0.189 -0.254 0.031
C 0.416935 0.564320 6.894391 0.192 0.060 0.350
C 1.017877 1.695417 7.435060 -0.168 -0.295 -0.292
C 1.331849 1.745115 8.775184 0.168 0.041 0.298
C 1.047265 0.670107 9.594822 0.144 0.062 0.241
C 0.471085 -0.467670 9.065960 -0.016 -0.156 0.033
C 0.168390 -0.522435 7.723304 0.029 -0.010 -0.321
C -0.676269 5.432496 6.094636 -0.016 0.599 0.097
C 0.249293 6.448039 5.934163 -0.232 0.186 0.162
H 2.167136 6.986238 5.167997 0.111 0.148 0.001
H 2.638964 4.739246 4.280910 0.153 -0.019 -0.073
H 0.976241 2.942068 4.554615 0.005 -0.157 0.017
H -2.595042 0.506897 7.068244 0.010 -0.160 -0.064
H -3.133050 -0.049100 9.414427 -0.061 -0.154 0.020
H -2.787206 1.631148 11.179423 -0.040 -0.042 0.170
H -1.932300 3.863350 10.599457 0.049 0.105 0.101
H -1.379632 4.393626 8.261693 0.111 0.139 0.114
H -4.300630 2.052604 6.154996 -0.108 -0.091 0.114
H -6.371325 2.625103 4.937300 -0.130 -0.030 0.061
H -6.281783 4.212171 3.059227 -0.169 0.077 -0.074
H -4.135104 5.210753 2.388777 -0.013 0.168 -0.110
H -2.071759 4.618207 3.614334 0.139 0.175 -0.075
H -1.199762 1.267970 3.911733 -0.277 0.008 -0.431
H 1.221778 2.542620 6.808855 0.174 0.140 -0.066
H 1.807265 2.620389 9.187899 0.055 0.168 0.052
H 1.292037 0.710031 10.644139 0.026 0.035 0.159
H 0.255722 -1.311445 9.701819 -0.027 -0.127 0.097
H -0.286150 -1.400585 7.299049 -0.079 -0.238 -0.111
H -1.626457 5.627974 6.565289 -0.133 0.155 0.088
H 0.034108 7.435254 6.308557 -0.033 0.153 0.051
```
Positions in Å, forces in eV/Å.

## Properties
E_HOMO: -9.65 eV
DFT total energy: -1805.14195 a.u.
Orbital gap: 4.36 eV
Net charge: +1

Here is an isolated ion of composition C10H10Br2F10N5O4S2 and charge +1 from the OMol25 dataset. Energies are from ωB97M-V with the def2-TZVPD basis set.

Structure (XYZ):
```
43
Properties=species:S:1:pos:R:3:forces:R:3
C 4.987635 -1.403692 -1.217596 0.182 0.488 -0.525
C 4.362846 0.092446 -1.088346 -0.264 -1.819 0.584
Br 5.765598 1.353253 -1.683468 -0.814 -0.515 0.844
C 2.972329 0.181004 -1.908207 1.886 -0.452 -0.505
Br 3.140412 1.145123 -3.660143 -0.592 -0.755 1.235
N 1.927201 0.796813 -1.016235 -1.178 -0.309 0.832
C 0.907786 0.035453 -0.531733 -4.336 -3.133 1.819
N 0.668889 -1.387635 -0.746156 -2.531 3.142 2.824
C -0.520233 -1.683846 -0.017937 2.055 0.446 -2.514
C -0.990286 -3.204376 -0.057646 0.860 0.641 0.836
N -0.960156 -3.718411 1.360225 -0.963 1.141 -0.361
N -1.068012 -0.513418 0.626109 1.671 -3.416 -2.794
S -2.503872 -0.526548 1.587867 -1.308 -5.667 7.573
O -3.357621 -1.753376 1.385377 2.477 4.086 -1.791
O -2.045225 -0.584912 3.026306 -0.366 1.675 -4.626
C -3.537191 1.020396 1.438298 -0.861 3.581 1.840
F -2.735550 2.138073 1.062916 -1.567 -2.848 0.286
F -3.968106 1.321327 2.753880 1.194 -1.289 -3.211
C -4.867687 0.874187 0.563723 -2.437 1.036 0.209
F -5.543746 2.120071 0.679157 1.960 -2.550 -0.189
F -5.773685 -0.078200 1.074622 2.704 1.885 -1.135
C -4.635560 0.639505 -0.998868 -1.877 -0.013 -3.249
F -4.535114 -0.706436 -1.373469 0.276 2.912 1.318
F -5.796743 1.127994 -1.646832 2.742 -1.176 1.633
F -3.563947 1.349689 -1.543222 -1.810 -1.647 1.692
N -0.179665 0.468858 0.314765 2.490 1.992 -1.160
S 1.919843 2.457219 -0.503259 -0.609 7.150 -4.690
O 2.983716 3.289691 -1.131771 -1.703 -3.787 2.117
O 0.599905 3.122194 -0.830955 2.615 -3.672 2.095
C 2.209706 2.585958 1.366718 1.870 0.562 3.434
F 3.473964 3.176293 1.572189 -3.470 -1.548 -0.773
F 1.242699 3.397794 1.947566 2.097 -2.182 -1.606
F 2.244351 1.336971 2.001483 -0.441 2.427 -1.472
H 4.195479 -2.199871 -1.398184 0.844 1.072 0.237
H 5.705147 -1.368800 -2.099987 -0.973 -0.353 1.137
H 5.568394 -1.707395 -0.290740 -0.719 0.649 -1.136
H 4.083805 0.195193 0.024613 0.644 0.433 -1.692
H 2.712447 -0.898340 -2.204159 -0.292 1.889 0.785
H -0.159855 -3.773422 -0.613194 -1.444 1.231 0.406
H -2.005148 -3.297051 -0.557385 1.303 0.128 0.613
H -0.641070 -2.946844 1.975140 -0.090 -0.941 -0.269
H -1.932760 -3.883318 1.659046 0.636 -0.013 -0.124
H -0.350912 1.410374 0.699493 0.138 -0.481 -0.525
```
Positions in Å, forces in eV/Å.

## Properties
E_HOMO: -12.98 eV
SMILES: C[C@@H](Br)[C@H](Br)N(c1nc(CN)n(S(=O)(=O)C(F)(F)C(F)(F)C(F)(F)F)[nH+]1)S(=O)(=O)C(F)(F)F
DFT total energy: -7904.28998 a.u.
Orbital gap: 7.58 eV
Net charge: +1